# 1
Formula: C25H41BrN2P2Pd
Source: the Open Molecules 2025 dataset
Level of theory: ωB97M-V/def2-TZVPD

Geometry (Å):
C1 4.8758 5.9262 -0.4366
C2 3.5642 5.6202 -0.8383
C3 3.2349 5.7485 -2.2043
C4 4.2393 6.1251 -3.1029
N1 5.4829 6.3861 -2.7047
C5 5.8080 6.2982 -1.4160
C6 2.5935 5.1397 0.1095
C7 1.7279 4.6713 0.8431
C8 0.6993 3.8972 1.4718
C9 1.0012 3.0487 2.5639
C10 0.3012 1.8416 2.6864
C11 -0.6636 1.5875 1.7067
C12 -1.2890 2.6109 0.9910
C13 -0.5725 3.8045 0.8631
Pd1 -1.0307 -0.2862 1.0001
P1 0.7608 -0.2592 -0.2898
H1 2.2256 5.5485 -2.5603
H2 5.1714 5.8658 0.6070
H3 4.0171 6.2134 -4.1700
H4 6.8385 6.5256 -1.1345
H5 -0.9220 4.6167 0.2232
H6 1.8295 3.3025 3.2281
H7 -2.2482 2.4438 0.5014
H8 0.5232 1.0912 3.4444
C14 1.6479 -1.8497 -0.2569
C15 2.5840 -2.1410 -1.4282
H9 0.8733 -2.6257 -0.1748
H10 2.2049 -1.8443 0.6922
H11 3.0503 -3.1199 -1.2639
H12 2.0529 -2.1868 -2.3862
H13 3.3914 -1.4046 -1.5094
C16 0.2281 0.1078 -1.9967
C17 -0.1686 1.5689 -2.2142
H14 -0.6202 -0.5642 -2.1973
H15 1.0466 -0.1901 -2.6667
H16 -0.2338 1.7773 -3.2912
H17 -1.1507 1.7882 -1.7800
H18 0.5538 2.2751 -1.7853
C18 2.0399 0.9979 0.0744
C19 3.1232 1.2525 -0.9791
H19 2.5047 0.6748 1.0189
H20 1.4996 1.9239 0.3096
H21 3.5421 2.2554 -0.8156
H22 3.9464 0.5356 -0.8826
H23 2.7335 1.2196 -2.0033
Br1 -1.7553 -2.9401 -0.1128
P2 -2.5982 -3.9816 -1.9814
C20 -1.1905 -4.7487 -2.7986
C21 -1.5601 -5.7836 -3.8654
H24 -0.5898 -5.2133 -2.0003
H25 -0.5770 -3.9434 -3.2347
H26 -0.6409 -6.2433 -4.2457
H27 -2.1845 -6.5909 -3.4638
H28 -2.0791 -5.3385 -4.7229
C22 -3.7876 -5.1788 -1.3586
C23 -5.2465 -4.9418 -1.7544
H29 -3.6910 -5.1528 -0.2624
H30 -3.4503 -6.1756 -1.6844
H31 -5.8751 -5.6762 -1.2374
H32 -5.5963 -3.9450 -1.4574
H33 -5.4189 -5.0662 -2.8318
C24 -3.2994 -2.6223 -2.9411
C25 -3.6627 -2.9608 -4.3890
H34 -2.5675 -1.7980 -2.9208
H35 -4.1871 -2.2646 -2.3961
H36 -4.1727 -2.0978 -4.8342
H37 -2.7762 -3.1609 -5.0039
H38 -4.3461 -3.8163 -4.4732
N2 -2.8201 -0.7615 2.1552
H39 -3.5122 -0.0273 1.9876
H40 -2.5926 -0.7700 3.1522
H41 -3.1909 -1.6689 1.8667

orbital gap (spin up / spin down)	6.38 / 5.63	eV
HOMO level (spin up / spin down)	-17.9156 / -20.5679	eV
spin multiplicity	5
energy above the lowest of the compared OMol25 structures with the same formula, charge and spin	0.0	kcal/mol
net charge	+4

Let us look at the Löwdin charges, expressed in e, one per atom: 0.135, -0.155, 0.124, 0.032, 0.160, 0.045, 0.124, 0.133, -0.180, 0.041, -0.039, -0.234, -0.054, 0.043, 0.749, 0.828, 0.154, 0.161, 0.162, 0.165, 0.152, 0.155, 0.125, 0.135, -0.389, -0.107, -0.004, 0.102, 0.099, 0.074, 0.067, -0.364, -0.123, 0.057, 0.088, 0.098, 0.067, 0.058, -0.362, -0.101, 0.104, 0.031, 0.069, 0.083, 0.075, 0.520, 0.739, -0.364, -0.093, 0.104, 0.102, 0.106, 0.085, 0.078, -0.347, -0.099, 0.088, 0.107, 0.105, 0.083, 0.085, -0.374, -0.098, 0.072, 0.100, 0.102, 0.083, 0.085, -0.022, 0.077, 0.084, 0.008

***

# 2
Formula: C15H53N19O11
Source: the Open Molecules 2025 dataset
Level of theory: ωB97M-V/def2-TZVPD

Geometry (Å):
C1 -5.2852 1.7491 -4.6453
O1 -4.3350 0.6864 -4.7901
C2 -4.3853 -0.3427 -3.8487
C3 -3.8426 0.1264 -2.4984
C4 -2.4146 0.6263 -2.5349
N1 -4.0248 -0.8690 -1.3890
H1 -6.0292 1.3908 -3.9250
H2 -5.8664 1.8938 -5.5532
H3 -4.8515 2.6436 -4.2028
H4 -5.3761 -0.7568 -3.6364
H5 -3.7245 -1.1644 -4.1357
H6 -4.5298 0.9211 -2.1837
H7 -1.6212 -0.1144 -2.4246
H8 -2.1479 1.3318 -1.7448
H9 -2.4242 1.1503 -3.4951
H10 -4.9583 -0.6580 -1.0516
H11 -3.4265 -0.5907 -0.6175
N2 6.0000 2.7640 1.0114
C5 4.9445 2.0427 0.5470
N3 4.3274 1.3100 1.5005
O2 4.4648 2.1090 -0.6022
H12 6.2630 2.6462 1.9714
H13 6.6027 3.2413 0.3671
H14 3.7240 0.5220 1.3011
H15 4.7841 1.3764 2.3942
N4 -1.8035 3.2533 3.2784
C6 -2.3517 2.1476 2.7078
N5 -1.6133 1.7395 1.6485
O3 -3.3533 1.5531 3.0980
H16 -2.2388 3.5624 4.1301
H17 -1.0012 3.6893 2.8508
H18 -1.8167 0.8424 1.2378
H19 -0.7577 2.2119 1.4128
N6 -5.0161 -1.0795 3.2301
C7 -4.8193 -1.8334 2.1325
N7 -3.5054 -1.8851 1.7494
O4 -5.7397 -2.3139 1.4740
H20 -4.2851 -0.4340 3.4909
H21 -5.9164 -0.8943 3.6290
H22 -2.8254 -1.4035 2.3096
H23 -3.3398 -2.1029 0.7827
N8 0.2255 -3.7622 -2.5226
C8 -0.9192 -3.3883 -1.8686
N9 -1.8349 -2.8913 -2.7444
O5 -1.0297 -3.4006 -0.6537
H24 0.9960 -4.0256 -1.9277
H25 0.2497 -3.9220 -3.5103
H26 -2.5993 -2.4330 -2.2569
H27 -1.7587 -2.7474 -3.7309
N10 0.8418 -3.6182 1.5635
C9 1.1897 -4.9428 1.5947
N11 1.8405 -5.2392 2.7519
O6 0.8437 -5.8123 0.7985
H28 1.2258 -3.0215 2.2659
H29 0.2166 -3.2903 0.8393
H30 1.9875 -6.1883 3.0425
H31 1.9290 -4.4956 3.4134
N12 3.6084 -2.6643 -0.8456
C10 3.7917 -2.4534 0.4737
N13 4.3623 -3.5034 1.0887
O7 3.3986 -1.4223 1.0418
H32 3.8459 -3.4882 -1.3612
H33 3.1560 -1.8841 -1.3050
H34 4.6373 -4.3490 0.6299
H35 4.5898 -3.3774 2.0612
N14 1.2798 -0.3929 -3.9787
C11 2.3149 0.1063 -3.2428
N15 2.5948 1.3949 -3.5568
O8 2.9633 -0.5742 -2.4700
H36 0.7890 0.1152 -4.6908
H37 0.9387 -1.3196 -3.7891
H38 1.9903 1.8990 -4.1748
H39 3.4136 1.7884 -3.1197
N16 1.1610 1.1701 4.2712
C12 2.2388 1.9331 4.5636
N17 2.0807 3.2212 4.2152
O9 3.1023 1.5885 5.3853
H40 1.1088 0.2152 4.5705
H41 0.3976 1.6195 3.7959
H42 2.8968 3.7857 4.3987
H43 1.5012 3.6140 3.4867
N18 2.0546 3.9724 0.0010
C13 1.0028 4.4057 0.7312
N19 0.2323 5.3108 0.0562
O10 0.6311 3.8774 1.7815
H44 2.1938 4.3742 -0.9069
H45 2.7918 3.4019 0.3873
H46 0.5374 5.7988 -0.7652
H47 -0.7580 5.3457 0.2276
C14 0.9896 0.7231 -0.0806
C15 0.4135 -0.6870 -0.2494
O11 -0.9149 -0.7405 0.2696
H48 0.3861 1.4402 -0.6426
H49 2.0534 0.7235 -0.3099
H50 0.9098 0.9946 0.9752
H51 1.1671 -1.2333 0.3248
H52 0.5010 -1.0274 -1.2828
H53 -1.2406 -1.6124 0.0039

orbital gap	8.95	eV
SMILES	COC[C@H](C)N.NC(N)=O.NC(N)=O.NC(N)=O.NC(N)=O.NC(N)=O.NC(N)=O.NC(N)=O.NC(N)=O.NC(N)=O.CCO
HOMO level	-8.9439	eV
spin multiplicity	1
net charge	0

Let us look at the Löwdin charges, expressed in e, one per atom: -0.079, -0.190, -0.221, -0.422, -0.052, 0.057, 0.084, 0.087, 0.088, 0.130, 0.114, 0.128, 0.054, 0.075, 0.077, 0.081, 0.042, 0.158, -0.670, 0.181, -0.030, 0.095, 0.105, 0.064, 0.097, 0.159, -0.678, 0.176, 0.008, 0.109, 0.049, 0.066, 0.046, 0.157, -0.686, 0.163, 0.000, 0.058, 0.105, 0.087, 0.066, 0.169, -0.641, 0.178, 0.023, 0.101, 0.096, 0.069, 0.096, 0.173, -0.678, 0.135, 0.010, 0.088, 0.053, 0.102, 0.083, 0.176, -0.669, 0.164, -0.018, 0.103, 0.042, 0.103, 0.107, 0.164, -0.663, 0.177, 0.023, 0.096, 0.078, 0.095, 0.102, 0.170, -0.703, 0.156, -0.017, 0.104, 0.071, 0.104, 0.048, 0.202, -0.615, 0.161, -0.037, 0.105, 0.082, 0.096, 0.109, -0.078, -0.294, -0.110, 0.071, 0.051, 0.062, 0.078, 0.087, 0.026

***

# 3
Formula: C7H12
Source: the Open Molecules 2025 dataset
Level of theory: ωB97M-V/def2-TZVPD

Geometry (Å):
C1 2.6762 0.3060 -0.5976
C2 1.2023 -0.1141 -0.7407
C3 0.5187 0.2193 0.5626
C4 -0.6518 1.2069 0.4626
C5 -1.8273 0.2780 0.6858
C6 -1.9706 -0.8480 -0.3047
C7 -1.1718 -1.0534 0.9304
H1 3.1920 0.3036 -1.5641
H2 3.1973 -0.3724 0.0846
H3 2.7553 1.3132 -0.1739
H4 0.7523 0.3958 -1.6099
H5 1.1583 -1.1901 -0.9498
H6 0.0425 -0.8309 1.1490
H7 -0.7032 1.7129 -0.5129
H8 -0.5824 1.9786 1.2390
H9 -2.7106 0.6124 1.2250
H10 -2.9422 -1.3403 -0.3012
H11 -1.5004 -0.8043 -1.2858
H12 -1.4344 -1.7732 1.7018

orbital gap	8.33	eV
HOMO level	-7.5240	eV
spin multiplicity	1
energy above the lowest of the compared OMol25 structures with the same formula, charge and spin	118.9	kcal/mol
net charge	0

Let us look at the Löwdin charges, expressed in e, one per atom: -0.118, -0.299, -0.076, -0.186, -0.265, -0.105, -0.122, 0.068, 0.072, 0.071, 0.099, 0.116, 0.075, 0.108, 0.104, 0.131, 0.105, 0.102, 0.122

***

> Which value of net charge does entry 2 give?

0